{"formula": "C24H39F9InNO6PS", "method": "the ωB97M-V functional and the def2-TZVPD basis", "gap_ev": 6.6, "charge": -1, "homo_energy_ev": -4.61, "multiplicity": 1, "fmax_ev_per_a": 5.8, "elements": ["H", "N", "H", "C", "H", "C", "H", "H", "S", "C", "H", "C", "C", "H", "F", "H", "H", "H", "H", "C", "C", "P", "C", "O", "H", "C", "H", "H", "H", "C", "H", "H", "H", "H", "F", "C", "H", "H", "H", "C", "F", "H", "H", "O", "H", "O", "C", "C", "O", "C", "F", "H", "C", "F", "F", "C", "H", "C", "F", "H", "C", "H", "H", "H", "H", "H", "H", "C", "C", "H", "H", "H", "O", "C", "C", "H", "C", "H", "O", "F", "In", "F"], "xyz": [[-2.857888, -5.272477, 4.573524], [0.961221, 1.797453, -3.076528], [1.750089, -6.902986, -5.257580], [3.782041, 5.740710, 2.469555], [-0.124928, 0.156021, -4.067867], [1.852712, -5.915438, -5.713148], [1.807372, -4.801502, -3.847371], [-3.029381, 1.821866, 4.290518], [-2.855817, -1.357043, 3.178756], [0.413180, 0.387825, -3.075556], [0.751556, 5.191814, -3.792520], [-0.604203, 0.320087, -1.800588], [-2.005214, -5.988149, -3.586635], [3.637492, 7.147757, 4.100617], [5.530236, 6.361363, -1.178194], [-0.593172, -4.093070, 3.327523], [3.169106, 4.426511, -2.325531], [-0.911807, -2.244015, -2.173688], [-1.583996, 2.278598, 2.264840], [2.198118, 2.197320, -2.467548], [-2.010785, -1.912625, -2.086664], [-3.850057, -1.208623, 1.460266], [0.190750, 2.848903, -3.706197], [6.355866, 5.237940, 1.954962], [-2.275076, 0.020450, -3.244817], [6.023607, 5.338161, -0.449024], [2.910793, -5.738221, -5.915993], [-4.180230, -3.978961, -0.707093], [4.157021, 4.904474, 3.066198], [-2.721725, 4.347511, 3.922211], [-0.797441, 1.394521, -1.424125], [-3.918015, 0.163076, 1.050277], [-0.828535, 2.776947, -4.225083], [-1.194463, -5.154599, 5.368785], [-2.479255, -4.921303, -2.918185], [-0.486277, -5.940622, -3.721758], [3.735204, 7.898002, 2.491076], [-2.135010, -6.056795, 1.388369], [2.984703, 1.591921, -1.909653], [4.098657, 7.076504, 3.113783], [7.357939, 5.359253, -0.623850], [-2.804076, 0.193215, -1.466467], [-2.595464, -2.318746, -2.991602], [-0.120434, -5.005906, -4.624403], [-0.089984, -0.246454, -0.940081], [0.289163, -6.614753, -3.093778], [-1.990207, 2.147366, 4.388057], [2.335390, 3.745389, -2.685643], [4.301042, 5.682641, 1.131777], [-1.026312, -5.141611, 3.144329], [-2.631805, -5.999953, -4.784433], [5.176318, 7.216192, 3.226323], [-1.773335, -5.615518, 4.498140], [-1.293254, 6.182140, 4.494719], [5.578262, 4.205111, -1.030592], [1.043047, 4.132846, -3.458368], [-0.146862, 2.152105, 3.266292], [-2.038492, -0.306592, -2.156067], [-3.132626, 6.661959, 3.470664], [1.428598, -3.856909, -5.281229], [-2.582652, 5.805246, 4.351640], [-3.017407, -4.588791, 2.091080], [1.308790, -5.944738, -6.660902], [-5.184100, -1.694299, 1.781728], [2.699382, 5.619335, 2.391666], [1.253183, -0.384691, -2.892538], [-0.158247, -5.845297, 2.852453], [-1.985963, -5.028904, 1.862145], [1.291163, -4.833350, -4.811017], [-0.753022, -4.681527, -0.011108], [-1.167736, 0.719543, 2.995974], [-1.694178, -6.766771, 4.549183], [-1.921980, 3.559079, 4.665843], [5.618160, 5.417272, 1.019834], [-1.249096, -4.028416, 0.795402], [-0.485961, -3.344847, 1.311176], [-1.176762, 1.799140, 3.158466], [-1.574202, 1.635718, 5.258815], [-3.462819, 3.945522, 3.062421], [-2.435410, -7.078458, -2.925137], [-2.871540, -2.830405, -0.220061], [-3.182959, 6.038557, 5.539235]], "forces_ev_per_a": [[1.484, -0.457, -0.317], [0.444, 0.545, -0.839], [0.083, 0.127, 0.058], [-0.360, 0.140, 0.727], [0.901, 0.524, 1.583], [-0.164, -0.324, -0.013], [-0.230, -0.154, -0.028], [0.113, 0.200, -0.088], [0.283, 0.079, 0.498], [-0.344, -0.202, 1.510], [0.511, -1.970, 0.571], [-0.517, 0.244, -0.038], [-2.131, 0.069, 0.477], [-0.018, -0.050, -0.091], [-0.012, -0.209, 0.598], [-0.633, -1.567, -0.276], [-1.355, -1.177, -0.592], [-1.542, 0.345, -0.035], [-0.078, -0.101, 0.073], [-1.040, 4.873, -1.508], [0.097, 0.910, -0.938], [-0.205, -0.484, 0.438], [4.463, 2.993, 2.085], [-0.086, 0.051, -1.070], [0.217, -0.276, 1.716], [0.595, -0.012, -1.911], [-0.073, 0.046, 0.020], [0.137, 0.379, 0.252], [0.158, 0.107, -0.213], [0.106, -2.222, -0.173], [0.586, -1.577, -0.704], [-0.590, -0.383, 0.133], [1.973, -0.364, 1.095], [-0.869, -0.831, -0.950], [0.696, -0.390, -0.333], [1.790, 0.313, -0.214], [-0.124, -0.106, 0.078], [0.099, 1.320, 0.593], [-1.795, 0.389, -1.097], [0.315, 0.183, -0.132], [-0.542, -0.004, 0.594], [0.901, -0.856, -0.954], [0.970, 0.456, 1.334], [-0.714, -0.391, 0.548], [-0.892, 0.721, -1.264], [-0.969, 0.258, -0.283], [0.065, -1.023, -0.330], [-3.799, -3.546, -1.225], [0.931, -0.311, -0.706], [-0.856, 0.357, -0.034], [0.593, -0.031, 0.102], [-0.088, -0.110, 0.073], [1.072, -0.345, -0.422], [-0.319, -0.425, -0.125], [-0.027, 0.254, 0.589], [0.317, -3.287, 0.739], [-0.031, -0.044, 0.119], [0.831, -0.037, -0.476], [0.115, -0.724, 0.170], [-0.353, -0.070, 0.083], [0.189, 1.716, 0.307], [1.460, -0.778, 0.188], [0.093, 0.138, 0.032], [0.449, 0.939, -0.598], [0.184, -0.032, -0.337], [-1.195, 1.485, -0.577], [-1.276, 1.069, 0.677], [1.071, 0.817, -0.232], [0.650, 0.060, -0.159], [-0.396, 1.107, 1.122], [-0.118, 0.112, 0.097], [-0.401, 1.782, 0.188], [-0.537, 1.379, -0.102], [-0.945, 0.078, 1.789], [-0.375, -0.928, 0.180], [-1.010, -1.148, -0.722], [0.187, 0.288, -0.258], [-0.034, 0.365, 0.036], [0.318, 0.976, 0.531], [0.731, 0.295, -0.292], [0.783, -1.106, -1.005], [0.081, -0.434, -0.336]], "lowdin_charge": [0.07, -0.20, 0.08, -0.20, 0.12, -0.07, 0.13, 0.11, -0.07, -0.14, 0.07, -0.20, -0.51, 0.08, 0.15, 0.09, 0.06, 0.03, 0.08, -0.07, -0.34, 0.13, -0.07, 0.16, 0.10, -0.51, 0.08, -0.09, 0.13, -0.38, 0.11, -0.11, 0.11, 0.06, 0.12, -0.36, 0.08, 0.10, 0.11, -0.06, 0.16, 0.08, 0.03, 0.02, 0.12, 0.16, -0.21, -0.08, 0.02, -0.28, 0.15, 0.07, -0.14, 0.14, 0.15, -0.10, 0.08, -0.32, 0.15, 0.12, -0.51, 0.06, 0.08, -0.09, 0.13, 0.12, 0.11, -0.32, -0.21, 0.02, 0.00, 0.07, 0.01, -0.37, -0.33, 0.03, -0.09, 0.13, 0.16, 0.16, 0.40, 0.15]}